Computed, not measured: C9H12N3S2 as an isolated structure in a non-equilibrium geometry, with ωB97M-V/def2-TZVPD.

```
26
Properties=species:S:1:pos:R:3:lowdin_charge:R:1
C -1.9511 0.0828 3.2043 -0.076
C -0.7741 0.3738 3.7858 -0.083
C -2.1016 0.1434 1.8008 -0.023
C 0.2667 0.9129 3.0746 -0.040
C -1.1448 0.8378 1.0473 0.005
C 0.0527 1.1467 1.7274 -0.277
C 1.4107 1.4409 -0.3057 -0.587
C 1.6438 1.4135 -2.5723 -0.049
C 0.1411 -1.4139 -1.1703 -0.059
N 1.2045 1.4927 1.0337 -0.375
N 0.9071 0.8926 -1.4101 -0.105
N -0.1965 -0.1239 -1.7531 0.039
S 2.8143 2.5041 -0.3154 0.780
S 2.3727 2.6477 1.8519 0.772
H -2.7291 -0.4053 3.8969 0.146
H -0.8066 0.1349 4.8381 0.121
H -2.9990 -0.1449 1.3189 0.101
H 1.1387 1.0806 3.5499 0.058
H -1.2844 0.9259 0.0631 0.053
H 0.9466 1.4551 -3.3070 0.061
H 2.2847 2.3716 -2.4426 0.072
H 2.3845 0.5911 -2.6809 0.125
H -0.6957 -1.9606 -1.4146 0.076
H 1.1802 -1.7360 -1.4355 0.114
H 0.2235 -1.4979 -0.1505 0.053
H -0.1675 0.0309 -2.7290 0.095
```

Results
Energy: -35657.017 eV
Energy above the lowest of the compared OMol25 structures with the same formula, charge and spin: 107.65 kcal per mole
Spin multiplicity: 1
Net charge: +1